# C27H33N5PPdS2

C27H33N5PPdS2 as an isolated structure (ωB97M-V/def2-TZVPD, the OMol25 dataset).

Geometry as XYZ:
```
69
Properties=species:S:1:pos:R:3
Pd 0.69 0.89 3.22
C -2.26 1.25 0.78
C -0.78 1.50 0.85
N -0.11 2.39 1.46
C -0.67 3.46 2.29
C -1.73 3.04 3.29
N -1.24 1.87 4.08
C -1.11 2.19 5.52
C -0.52 0.99 6.23
N 0.73 0.61 5.55
C 1.88 1.49 5.82
C 3.10 0.81 5.23
N 2.67 0.26 3.94
C 3.18 -0.79 3.42
C 4.34 -1.55 3.96
C 2.57 -1.21 2.13
C 3.10 -2.24 1.39
C 2.59 -2.47 0.11
C 1.63 -1.63 -0.38
C 1.15 -0.58 0.42
N 1.56 -0.42 1.68
H -2.75 2.09 0.26
H -2.72 1.16 1.76
H -2.47 0.34 0.22
H -1.05 4.23 1.62
H 0.17 3.90 2.82
H -2.67 2.79 2.82
H -1.93 3.87 3.96
H -1.92 1.12 4.01
H -2.08 2.44 5.95
H -0.47 3.07 5.62
H -1.21 0.14 6.17
H -0.35 1.21 7.28
H 0.98 -0.35 5.80
H 2.00 1.69 6.89
H 1.70 2.45 5.33
H 3.44 0.02 5.90
H 3.92 1.52 5.09
H 5.18 -1.46 3.26
H 4.09 -2.61 4.04
H 4.68 -1.19 4.92
H 3.90 -2.85 1.78
H 2.96 -3.29 -0.49
H 1.25 -1.74 -1.39
S -1.68 1.96 -6.29
P -1.50 0.27 -5.20
S 0.13 0.57 -0.43
C -2.93 -0.80 -5.28
C -3.85 -0.71 -6.33
C -4.91 -1.60 -6.38
C -5.05 -2.56 -5.39
C -4.15 -2.64 -4.34
C -3.08 -1.76 -4.28
C -0.07 -0.44 -5.96
C -0.13 -1.71 -6.57
C 0.99 -2.19 -7.22
C 2.16 -1.43 -7.27
C 2.22 -0.18 -6.66
C 1.12 0.31 -5.99
H -3.73 0.04 -7.11
H -5.62 -1.54 -7.20
H -5.89 -3.25 -5.44
H -4.27 -3.40 -3.58
H -2.38 -1.81 -3.46
H -1.05 -2.28 -6.56
H 0.95 -3.15 -7.71
H 3.02 -1.81 -7.79
H 3.13 0.40 -6.70
H 1.16 1.28 -5.50
```

Calculated values
- <S²> = 6.0226
- relative energy (zero: lowest compared OMol25 entry of this formula, charge and spin) (kJ/mol) = 0.0
- orbital gap (alpha / beta) (eV) = 7.36 / 5.83
- total charge = +3
- spin multiplicity = 5


# C27H33NO8

One molecule with the formula C27H33NO8 (ωB97M-V/def2-TZVPD, the OMol25 dataset).

Geometry as XYZ:
```
69
Properties=species:S:1:pos:R:3
C -0.84 2.57 -4.37
C -1.25 2.57 -2.89
N -2.23 1.55 -2.59
C -3.62 1.92 -2.82
C -4.24 2.53 -1.56
C -1.98 0.28 -2.20
O -2.88 -0.54 -2.10
C -0.54 -0.10 -1.91
C -0.02 0.40 -0.54
C -0.67 -0.21 0.68
C -1.68 -1.15 0.62
C -2.23 -1.66 1.78
O -3.26 -2.56 1.79
C -3.84 -2.92 0.56
C -1.75 -1.27 3.05
O -2.31 -1.79 4.21
C -2.14 -3.18 4.39
C -0.74 -0.31 3.11
O -0.16 0.21 4.23
C -0.67 -0.07 5.51
C -0.22 0.21 1.92
C 1.48 0.20 -0.50
C 2.06 -1.01 -0.09
O 1.20 -2.01 0.20
C 1.68 -3.19 0.81
C 3.45 -1.14 -0.01
C 4.29 -0.11 -0.37
O 5.64 -0.15 -0.31
C 6.26 -1.32 0.16
C 3.73 1.10 -0.84
C 4.52 2.21 -1.26
C 3.93 3.33 -1.73
C 2.49 3.43 -1.83
O 1.87 4.37 -2.27
O 1.76 2.36 -1.37
C 2.33 1.22 -0.90
H -0.10 3.34 -4.53
H -0.42 1.60 -4.65
H -1.70 2.76 -5.01
H -1.69 3.54 -2.64
H -0.36 2.45 -2.28
H -3.67 2.62 -3.65
H -4.17 1.01 -3.08
H -3.69 3.43 -1.26
H -4.20 1.82 -0.75
H -5.27 2.80 -1.75
H 0.12 0.29 -2.69
H -0.48 -1.19 -1.92
H -0.20 1.48 -0.48
H -2.06 -1.48 -0.33
H -4.70 -3.54 0.81
H -4.17 -2.04 -0.01
H -3.15 -3.50 -0.06
H -2.59 -3.41 5.36
H -1.08 -3.45 4.41
H -2.64 -3.76 3.61
H -1.74 0.12 5.56
H -0.14 0.61 6.18
H -0.47 -1.10 5.81
H 0.56 0.95 2.00
H 2.21 -2.97 1.74
H 2.32 -3.76 0.14
H 0.78 -3.77 1.04
H 3.86 -2.08 0.33
H 6.04 -2.18 -0.48
H 7.33 -1.12 0.12
H 5.97 -1.55 1.19
H 5.59 2.12 -1.20
H 4.49 4.19 -2.07
```

Calculated values
- relative energy (zero: lowest compared OMol25 entry of this formula, charge and spin) (kJ/mol) = 0.0
- orbital gap (eV) = 8.06
- total charge = 0
- SMILES = CCN(CC)C(=O)C[C@@H](c1cc(OC)c(OC)c(OC)c1)c1c(OC)cc(OC)c2ccc(=O)oc12
- spin multiplicity = 1